{
  "formula": "C5H7NO",
  "method": "ωB97M-V/def2-TZVPD",
  "e_above_lowest_kcal_mol": 74.1,
  "total_charge": 0,
  "homo_lumo_gap_ev": 10.3,
  "lumo_ha": 0.0352,
  "elements": ["H", "N", "O", "H", "C", "C", "C", "H", "H", "H", "C", "H", "H", "C"],
  "xyz": [[-1.51, -1.17, 1.38], [0.15, -1.04, -0.02], [1.49, 1.79, -0.72], [2.29, -1.11, -0.23], [1.12, 0.66, -0.64], [1.52, -0.48, 0.21], [-0.19, 0.04, -1.01], [-0.20, 0.23, 1.77], [-0.32, -0.25, -2.06], [-1.49, 1.51, 0.08], [-1.42, 0.45, -0.20], [-2.36, 0.15, -0.66], [1.78, -0.28, 1.26], [-0.87, -0.50, 0.84]]
}

=====

{
  "formula": "C15H31F5OP2TcTe",
  "method": "ωB97M-V/def2-TZVPD",
  "e_above_lowest_kcal_mol": 131.9,
  "total_charge": 2,
  "homo_lumo_gap_ev": [6.0, 5.4],
  "lumo_ha": [-0.2973, -0.3016],
  "multiplicity": 4,
  "elements": ["C", "H", "H", "H", "C", "H", "P", "C", "C", "F", "H", "H", "H", "Tc", "Te", "H", "H", "H", "H", "H", "C", "C", "H", "H", "H", "C", "H", "H", "H", "C", "C", "F", "H", "H", "O", "C", "H", "H", "H", "C", "C", "P", "C", "H", "H", "H", "H", "H", "H", "F", "F", "F", "H", "C", "C", "H"],
  "xyz": [[2.02, -5.64, 2.45], [-3.11, -2.51, -1.87], [0.35, -4.01, 1.01], [-3.37, -0.90, -1.10], [-0.41, -3.75, -3.38], [-1.09, -2.89, -3.46], [2.42, -4.99, 0.80], [1.82, -2.67, 1.80], [0.69, -2.98, 0.76], [0.86, 2.28, -0.35], [2.30, -4.98, 3.27], [-0.87, -4.61, -3.89], [1.64, -3.13, 2.79], [-1.79, -2.26, 0.39], [-0.37, 1.05, 0.51], [2.99, -3.50, -3.06], [2.58, -6.57, 2.57], [4.15, -6.08, -0.49], [3.29, -1.73, -3.16], [1.10, -1.54, -2.39], [1.32, -5.99, -0.28], [4.05, -2.71, -1.24], [-1.97, -5.60, -1.98], [0.37, -6.09, 0.23], [4.87, -1.98, -1.40], [4.04, -5.75, 0.55], [-0.19, -2.22, 1.14], [0.91, -6.25, -2.42], [1.75, -6.99, -0.31], [1.73, -2.21, -1.81], [-2.62, -1.66, -1.38], [-1.64, 1.49, -0.86], [0.95, -5.89, 2.54], [-1.47, -5.66, -0.25], [-1.43, -0.48, 1.04], [3.16, -3.18, 1.18], [-0.70, -1.80, -0.70], [2.90, -1.36, 0.05], [4.05, -3.20, 1.82], [-1.65, -5.00, -1.10], [3.03, -2.55, -2.44], [-0.18, -4.13, -1.62], [3.28, -2.38, -0.02], [0.53, -3.52, -3.88], [2.08, -4.98, -2.09], [4.86, -5.08, 0.84], [1.83, -1.59, 1.94], [4.08, -6.64, 1.20], [-1.94, -1.15, -2.08], [1.09, 0.23, 1.47], [0.33, -0.15, -0.84], [-1.07, 2.18, 1.99], [4.42, -3.75, -1.24], [1.16, -5.45, -1.69], [1.12, -3.02, -0.84], [-2.46, -4.28, -0.85]]
}

=====

{
  "formula": "C37H45GaN2O3P",
  "method": "ωB97M-V/def2-TZVPD",
  "total_charge": -1,
  "homo_lumo_gap_ev": 7.2,
  "lumo_ha": 0.0826,
  "elements": ["C", "H", "C", "H", "C", "H", "H", "H", "H", "C", "H", "C", "H", "C", "H", "C", "N", "O", "H", "Ga", "H", "H", "H", "C", "H", "H", "C", "O", "H", "C", "H", "H", "C", "H", "C", "C", "H", "C", "H", "H", "C", "C", "C", "H", "H", "H", "H", "C", "C", "H", "H", "H", "H", "P", "C", "H", "H", "C", "C", "C", "C", "C", "C", "C", "C", "C", "N", "H", "H", "H", "H", "C", "H", "H", "C", "C", "H", "H", "H", "C", "C", "C", "O", "H", "C", "C", "H", "H", "H"],
  "xyz": [[-5.17, -1.15, -4.99], [-6.07, -1.07, -5.59], [3.17, 2.83, 0.90], [3.22, -1.56, 2.01], [1.64, -5.27, -4.24], [2.51, -3.10, -1.77], [-4.77, 1.52, -1.20], [-5.30, 5.58, 0.09], [-1.95, -1.40, -2.85], [-8.21, -1.70, 1.25], [-6.07, 3.63, -1.23], [7.49, 1.94, 6.83], [2.84, -5.46, -2.46], [-2.85, -1.33, -3.45], [0.57, 0.99, -2.61], [3.51, -0.41, 2.15], [2.92, -0.71, 4.69], [5.55, -0.42, -0.33], [3.44, -1.57, 4.37], [3.06, 0.76, 0.50], [5.21, -2.61, -0.04], [0.40, -4.78, -5.94], [4.69, -0.40, 2.32], [-4.44, -2.33, -4.97], [-8.66, -2.68, 1.31], [9.39, 1.11, 6.23], [-7.05, 0.84, 1.09], [1.10, 0.23, -2.18], [-3.24, 0.72, -2.90], [2.98, 3.56, -0.59], [4.22, 3.03, 1.36], [-3.23, 5.42, 1.46], [4.53, 0.42, -0.96], [5.90, -1.02, 4.89], [-7.85, 0.37, 0.04], [-4.43, 2.37, -0.61], [-2.70, 1.35, 0.18], [0.86, -4.42, -5.02], [5.08, 1.45, -1.24], [8.37, -0.79, 5.00], [-6.82, 0.04, 2.20], [-4.73, 4.65, 0.11], [2.84, 4.07, -1.92], [5.46, 2.54, 7.26], [6.69, -2.04, -1.13], [-5.30, 0.88, -4.27], [2.27, 1.13, 3.71], [-3.28, -2.43, -4.20], [5.53, 0.75, 6.06], [-6.60, 1.83, 1.02], [4.09, 0.02, -1.97], [1.11, -1.59, -3.15], [-8.02, 0.99, -0.83], [0.93, 0.40, -0.43], [2.23, -4.80, -3.07], [-4.77, -3.19, -5.55], [-9.06, -1.26, -0.68], [6.35, -0.19, 5.43], [7.73, -0.06, 5.50], [-5.16, 3.56, -0.63], [2.04, -3.47, -2.68], [0.66, -3.09, -4.63], [1.26, -2.62, -3.46], [-3.27, 2.28, 0.16], [-7.40, -1.23, 2.28], [2.84, 0.11, 3.56], [0.11, -0.85, 0.21], [-6.19, 0.40, 3.01], [-2.71, -3.35, -4.18], [4.45, 0.65, 6.01], [2.76, 4.04, -3.11], [8.30, 1.01, 6.19], [-7.22, -1.85, 3.16], [2.31, 3.10, 1.64], [-4.74, -0.05, -4.25], [-3.57, -0.14, -3.48], [7.93, 2.77, 7.37], [-0.76, -0.41, 0.62], [0.05, -2.43, -5.23], [6.10, 1.81, 6.76], [-8.43, -0.90, 0.13], [-2.84, 3.37, 0.91], [-0.04, 1.84, -0.17], [-1.94, 3.30, 1.51], [-3.57, 4.56, 0.88], [5.56, -1.80, -0.83], [-0.56, 2.01, -1.02], [4.93, -1.99, -1.80], [1.79, -6.30, -4.55]]
}

=====

{
  "formula": "C5H10N",
  "method": "ωB97M-V/def2-TZVPD",
  "e_above_lowest_kcal_mol": 41.3,
  "total_charge": 1,
  "homo_lumo_gap_ev": 9.9,
  "lumo_ha": -0.1754,
  "elements": ["C", "C", "H", "H", "C", "H", "H", "H", "H", "H", "H", "H", "N", "C", "H", "C"],
  "xyz": [[1.18, -0.56, -0.29], [-1.35, 0.64, -0.05], [0.61, -1.24, -0.89], [0.45, 2.64, 0.39], [2.38, -0.87, 0.19], [2.94, -0.21, 0.84], [-1.48, -1.08, 1.24], [-2.91, -0.68, 0.29], [2.14, 1.91, 0.14], [2.84, -1.81, -0.04], [-1.51, 0.98, -1.06], [-1.56, -1.46, -0.50], [0.54, 0.64, -0.03], [-1.82, -0.73, 0.26], [-1.53, 1.38, 0.72], [1.07, 1.77, 0.18]]
}

=====

{
  "formula": "C29H56F3GaN4O7S",
  "method": "ωB97M-V/def2-TZVPD",
  "total_charge": -1,
  "homo_lumo_gap_ev": [8.7, 7.9],
  "lumo_ha": [0.0733, 0.0438],
  "multiplicity": 4,
  "elements": ["F", "C", "N", "H", "O", "H", "S", "H", "H", "N", "H", "C", "O", "C", "H", "C", "C", "H", "H", "H", "H", "H", "H", "H", "C", "H", "H", "H", "C", "C", "C", "H", "C", "H", "H", "H", "O", "H", "C", "C", "O", "H", "H", "H", "H", "C", "N", "O", "H", "O", "H", "C", "H", "C", "H", "H", "H", "H", "H", "H", "C", "H", "H", "C", "H", "H", "Ga", "H", "O", "H", "C", "C", "H", "H", "C", "F", "H", "C", "C", "H", "C", "F", "H", "H", "C", "H", "H", "C", "C", "C", "H", "H", "H", "C", "H", "H", "H", "N", "H", "C", "H"],
  "xyz": [[-1.91, -5.82, -2.43], [-0.90, 4.56, 1.24], [4.70, 8.78, 3.73], [-3.01, -7.86, -3.71], [5.81, 8.33, 3.07], [-1.82, -6.95, -5.69], [2.48, -2.52, -0.52], [-2.20, 1.35, 1.15], [4.40, 10.53, 6.67], [-0.01, -4.87, -1.19], [-3.98, -12.71, -5.41], [-4.08, -10.52, -5.54], [1.57, 2.97, 1.91], [0.03, 4.49, 3.57], [-3.19, -12.05, -6.85], [-3.78, -8.00, -5.75], [-0.04, 1.76, 0.79], [4.77, 5.92, 4.18], [3.76, 10.90, 5.07], [2.20, 9.36, 3.63], [3.37, 7.33, 6.50], [-6.25, -10.14, -5.77], [1.98, 8.23, 4.99], [2.69, -5.79, -0.48], [2.26, 8.31, 3.93], [0.57, 3.19, -0.73], [-2.35, 3.39, 0.13], [0.75, 0.18, -0.51], [-1.90, 3.08, 3.04], [-3.37, -11.88, -5.78], [-0.61, -5.19, -2.52], [6.24, 10.95, 4.45], [5.39, 7.96, 6.02], [-1.40, 0.16, 0.18], [-3.19, -5.90, -6.01], [-4.85, -8.89, -2.54], [2.23, -1.52, -1.65], [0.93, 5.02, 3.27], [6.38, 10.08, 5.10], [-5.45, -10.69, -6.25], [-2.02, -9.50, -5.80], [-1.44, 4.52, -0.84], [7.28, 9.55, 4.77], [-0.68, 5.26, 3.90], [-0.74, 2.15, -1.24], [-5.09, -7.63, -6.48], [-3.34, -9.37, -6.15], [1.71, -2.08, 0.71], [-2.59, -6.97, -7.28], [-0.10, -4.91, -3.62], [1.34, 0.09, 1.14], [-1.35, 3.81, -0.01], [-1.67, 5.28, 1.53], [4.26, 6.93, 6.00], [-2.69, 2.95, 2.30], [-4.99, -7.80, -7.56], [-2.41, -11.95, -5.26], [-3.35, -10.51, -3.49], [5.54, 8.30, 7.05], [6.32, 7.47, 5.72], [-0.35, 2.72, -0.38], [-5.96, -8.16, -6.13], [1.98, 1.30, 0.02], [-2.78, -6.90, -6.21], [-4.98, -11.12, -3.65], [3.13, 9.55, 6.02], [1.92, -4.62, -1.30], [-0.01, 5.15, 0.99], [-1.32, -3.49, 0.30], [-5.39, -10.38, -7.30], [3.93, 6.51, 4.57], [-0.58, 3.63, 2.43], [-1.74, 2.13, 3.56], [-5.88, -8.87, -3.96], [-3.98, -7.86, -4.22], [-0.74, -2.57, -1.75], [-5.32, -6.57, -6.35], [-4.84, -8.98, -3.63], [-1.25, 0.83, 1.03], [-4.45, -6.90, -3.99], [3.51, 7.16, 2.18], [4.14, -2.45, -0.09], [2.68, 6.45, 2.12], [4.39, 6.61, 1.84], [5.12, 9.18, 5.10], [-5.77, -11.73, -6.26], [2.41, -4.78, -2.83], [-0.72, -3.64, -0.77], [1.08, 0.78, 0.34], [-4.29, -10.35, -4.02], [-2.31, 3.77, 3.79], [-1.09, 0.20, 1.91], [3.31, 7.96, 1.47], [3.66, 7.71, 3.62], [0.27, 3.87, 4.45], [6.59, 10.46, 6.10], [4.56, 6.05, 6.57], [0.31, 2.48, 2.05], [3.07, 5.84, 4.58], [4.03, 10.08, 5.74], [1.46, 7.79, 3.39]]
}

=====

{
  "formula": "C38H90N2O12PS2",
  "method": "ωB97M-V/def2-TZVPD",
  "total_charge": -1,
  "homo_lumo_gap_ev": 5.3,
  "lumo_ha": 0.0762,
  "elements": ["H", "H", "P", "H", "H", "H", "H", "C", "C", "H", "H", "O", "H", "C", "H", "S", "H", "C", "O", "H", "H", "H", "H", "H", "H", "H", "H", "H", "C", "C", "H", "C", "H", "H", "H", "C", "H", "C", "H", "H", "H", "S", "H", "H", "H", "H", "H", "O", "H", "O", "O", "O", "H", "H", "C", "H", "H", "H", "H", "H", "O", "H", "C", "C", "C", "C", "H", "H", "H", "H", "H", "C", "H", "H", "C", "C", "H", "H", "C", "H", "C", "H", "C", "C", "H", "H", "H", "C", "H", "C", "C", "O", "H", "H", "O", "C", "C", "H", "H", "H", "H", "C", "H", "H", "H", "O", "H", "H", "H", "H", "C", "C", "C", "H", "H", "C", "H", "C", "H", "N", "H", "C", "H", "H", "O", "H", "C", "C", "O", "H", "H", "H", "H", "H", "H", "H", "H", "H", "H", "C", "C", "H", "N", "H", "C"],
  "xyz": [[7.57, 3.86, -6.14], [8.55, 0.14, -4.27], [-0.15, 1.79, -1.14], [-1.14, -1.14, -5.76], [2.55, 1.04, -1.49], [5.77, -0.11, 1.50], [-3.19, 0.02, -4.22], [-0.81, -3.81, -0.37], [5.60, 0.98, -2.52], [-5.32, 2.86, -5.67], [2.19, -2.34, 2.07], [-1.74, -4.78, 1.64], [2.93, 5.08, 1.35], [4.54, 4.95, 5.21], [-10.33, -5.96, 3.83], [5.73, 2.57, -2.16], [3.72, 5.26, 4.55], [-7.16, -2.11, 5.76], [-5.94, -4.09, 5.00], [-0.70, 2.65, -0.05], [3.04, -5.77, 1.18], [2.34, 1.89, -3.02], [-1.48, 2.13, -3.30], [-7.96, -0.07, -8.10], [1.66, 2.75, 7.73], [5.26, 5.77, 5.27], [-6.22, 2.63, -7.82], [-5.56, -0.88, -4.29], [6.07, 0.32, 0.54], [4.49, 2.78, 4.15], [9.21, 2.40, -5.05], [4.81, 0.31, -0.33], [0.22, 5.23, -1.36], [-4.22, 1.73, -6.47], [8.09, 2.46, -0.68], [-7.29, -6.15, 5.01], [3.74, 2.45, 4.88], [1.66, -2.81, 1.24], [-7.14, -2.08, 8.40], [4.80, 4.20, 7.19], [8.81, 2.32, 0.93], [6.21, 0.35, -4.10], [-5.48, -0.79, -6.06], [-7.77, -3.48, 4.22], [-1.15, 0.04, -7.09], [0.59, -0.39, -2.09], [-1.46, 4.83, -1.07], [2.85, 3.91, 6.59], [0.01, -4.52, -0.27], [-6.00, 0.59, -8.00], [-5.48, 0.99, -4.98], [1.75, -4.22, 1.37], [8.56, 0.90, -0.05], [7.30, 3.81, -4.41], [2.21, 0.93, -2.52], [-3.33, -3.85, 2.59], [6.78, -0.38, 0.09], [-2.79, -3.51, 0.38], [-7.33, -7.10, 5.56], [-2.18, 2.96, -1.92], [-0.44, -2.50, 0.00], [-9.41, -7.44, 4.17], [8.13, 1.86, 0.23], [-5.24, 1.85, -6.08], [4.02, 4.70, 6.61], [-6.44, -5.16, 5.78], [6.06, 2.49, 0.54], [-7.45, 1.02, -9.42], [-7.26, 1.65, -6.74], [3.54, -1.43, -1.65], [-6.24, -1.86, 6.29], [-2.05, -4.32, 0.34], [-7.58, -1.18, 5.34], [-1.05, 6.04, -2.29], [3.85, 3.05, 2.81], [4.06, -0.86, -2.42], [4.60, -1.58, -3.04], [2.03, 3.57, 1.01], [-3.60, -0.60, -5.03], [3.80, -4.25, 1.70], [-6.86, -3.07, 4.64], [-8.36, -0.94, 7.79], [-7.12, 0.21, -8.75], [7.26, 3.21, -5.31], [2.44, 4.08, 8.61], [0.96, 2.78, -1.32], [-6.97, -4.80, 6.66], [-9.33, -6.39, 3.89], [-5.55, -5.70, 6.12], [-5.09, -0.37, -5.13], [2.21, 4.36, 1.75], [2.67, 3.81, 2.97], [8.24, 1.50, -6.19], [0.70, 1.11, -0.11], [-8.11, -2.67, 6.66], [8.20, 2.02, -5.23], [-6.26, 1.72, -7.19], [-8.86, -2.48, 8.53], [6.23, 2.91, -5.47], [-1.23, 0.80, -0.95], [4.56, 3.59, 2.17], [-1.57, -0.19, -6.11], [-3.64, -5.53, 2.04], [0.26, 0.71, -3.44], [3.29, -4.46, 0.00], [-8.61, -5.66, 4.85], [-8.86, -6.31, 2.90], [-1.06, -3.73, -1.43], [3.39, 2.65, 8.14], [4.19, -0.52, 0.02], [3.03, -0.13, -3.27], [3.03, -4.69, 1.04], [0.72, 0.63, -2.45], [-3.42, -1.65, -4.79], [2.12, -2.49, 0.29], [-0.75, 5.08, -1.85], [-1.30, 0.60, -5.41], [-1.24, 2.74, -2.42], [-6.84, -6.32, 4.03], [5.08, -0.01, -1.74], [2.35, -0.91, -3.63], [-2.89, -4.84, 2.46], [1.28, 4.87, 1.95], [4.21, 1.21, -0.20], [5.26, 3.86, 4.66], [5.21, 1.96, 4.02], [2.58, 3.32, 7.83], [-8.11, -2.00, 7.91], [-2.97, -0.29, -6.26], [0.24, -1.27, 1.42], [-6.84, -0.65, -9.35], [8.12, 1.41, -3.13], [0.26, 3.90, -3.14], [-2.48, -5.15, -0.24], [-2.58, -5.21, 3.43], [3.50, 0.27, -4.17], [3.79, 5.67, 7.08], [-6.35, -2.50, 3.86], [6.84, 1.75, 1.91], [7.91, 1.01, -4.12], [0.22, -2.35, 1.25], [3.60, 2.10, 2.33], [-0.70, 4.03, -2.86], [-0.35, -2.82, 2.06], [6.72, 1.68, 0.83]]
}

=====

{
  "formula": "C8H11NO2S",
  "method": "ωB97M-V/def2-TZVPD",
  "e_above_lowest_kcal_mol": 45.3,
  "total_charge": 0,
  "homo_lumo_gap_ev": 8.5,
  "lumo_ha": 0.0131,
  "smiles": "CCC1=CN[C@@](O)(C(=O)S)C=C1",
  "elements": ["C", "H", "C", "H", "H", "C", "H", "H", "C", "H", "H", "H", "O", "C", "H", "C", "N", "S", "O", "C", "C", "H", "H"],
  "xyz": [[-2.60, -0.10, -0.20], [1.75, 0.67, 1.40], [1.76, 0.06, 0.54], [-4.19, -0.45, 0.99], [3.26, -1.33, 1.50], [-1.61, -0.88, -1.01], [2.91, -1.62, -0.21], [-2.39, 1.55, 1.09], [2.46, -1.30, 0.75], [0.46, -1.39, -1.53], [1.79, -2.05, 1.01], [2.24, 0.67, -0.26], [-4.47, -0.29, -1.51], [-0.28, -0.83, -0.85], [-0.32, 1.59, 1.63], [-0.52, 0.81, 0.88], [-1.83, 1.02, 0.38], [-3.09, 1.91, -2.05], [-3.38, -0.88, 0.76], [-3.55, 0.42, -1.25], [0.31, -0.06, 0.21], [-1.98, -1.63, -1.79], [-1.99, 2.22, -1.27]]
}

=====

{
  "formula": "C20H26CoN2O2Si",
  "method": "ωB97M-V/def2-TZVPD",
  "total_charge": 0,
  "homo_lumo_gap_ev": [5.9, 7.2],
  "lumo_ha": [-0.0043, -0.0055],
  "multiplicity": 4,
  "elements": ["O", "C", "H", "C", "Si", "C", "C", "H", "H", "C", "H", "H", "H", "H", "H", "H", "H", "H", "H", "C", "H", "C", "C", "C", "Co", "H", "N", "O", "C", "H", "H", "C", "H", "C", "H", "H", "C", "C", "N", "H", "C", "H", "C", "C", "C", "C", "H", "C", "H", "H", "H", "H"],
  "xyz": [[-1.66, -1.67, 5.59], [4.00, -1.02, -4.50], [1.43, 1.83, 5.06], [-3.00, 2.21, -4.38], [-0.50, -1.60, -3.35], [0.77, 2.06, 4.23], [-2.46, 0.42, -2.87], [2.19, 2.55, 2.59], [-0.38, -1.20, 0.47], [2.03, -2.39, -4.43], [-0.65, -1.87, -1.90], [1.60, -1.55, 3.05], [-1.25, 1.77, 5.11], [-2.14, 2.46, 2.66], [0.47, 0.27, 0.08], [-2.00, -1.55, 7.59], [-3.59, 3.09, -4.62], [2.08, -0.28, 4.08], [1.54, -3.34, -4.65], [-2.04, 1.75, -5.27], [-0.29, -1.80, 7.16], [3.29, 0.02, -3.90], [-0.80, -1.13, 4.69], [-0.31, -0.14, 0.72], [0.06, 0.44, 2.76], [-3.95, 1.91, -2.48], [0.52, -1.36, 4.70], [-1.23, -0.41, 3.80], [3.36, -2.22, -4.76], [-1.88, 2.26, -6.20], [-1.01, -2.79, -4.08], [-1.11, 2.40, 2.97], [3.78, 0.96, -3.70], [0.02, 2.66, 2.16], [3.91, -3.03, -5.23], [-0.54, 0.28, -5.66], [-1.33, -2.07, 6.87], [-1.49, -0.06, -3.75], [1.26, -0.79, 3.68], [0.97, -1.99, 5.38], [1.95, -0.15, -3.57], [-1.25, 0.32, 0.39], [1.30, -1.36, -3.83], [1.18, 2.44, 2.93], [-1.30, 0.62, -4.96], [-3.21, 1.55, -3.18], [-2.63, -0.08, -1.92], [-0.64, 2.03, 4.26], [-0.01, 2.92, 1.11], [1.41, 0.67, -3.12], [5.04, -0.88, -4.76], [-1.48, -3.16, 6.98]]
}